Entry 1:
{
  "formula": "C22H50N3P3STl",
  "method": "ωB97M-V with the def2-TZVPD basis set",
  "total_charge": 3,
  "energy_ev": -71462.6156,
  "largest_force_ev_per_a": 3.0,
  "species": ["Tl", "P", "P", "P", "H", "C", "C", "H", "C", "C", "C", "C", "C", "C", "C", "C", "C", "H", "H", "H", "H", "H", "H", "H", "H", "H", "H", "H", "H", "H", "H", "H", "H", "H", "H", "H", "H", "H", "H", "H", "H", "H", "H", "H", "H", "H", "C", "C", "C", "C", "C", "C", "S", "H", "H", "H", "H", "H", "H", "C", "N", "C", "C", "N", "N", "C", "C", "H", "H", "H", "H", "H", "H", "H", "H", "H", "H", "H", "H", "H"],
  "positions_angstrom": [[0.678, -0.140, 0.182], [2.083, -1.221, 2.002], [1.790, -0.730, -1.894], [-0.819, -2.166, 0.009], [-1.141, 1.991, -0.202], [-1.300, 0.979, 0.219], [-0.960, 0.718, 1.557], [-0.523, 1.510, 2.191], [3.187, -0.114, 2.859], [3.122, -2.571, 1.524], [1.029, -1.832, 3.304], [0.923, -0.153, -3.345], [3.439, -0.087, -2.078], [2.046, -2.467, -2.211], [-2.204, -2.168, 1.132], [-0.099, -3.774, 0.234], [-1.594, -2.199, -1.602], [-2.092, 0.399, -0.280], [-1.461, -0.084, 2.123], [2.681, 0.778, 3.247], [4.021, 0.193, 2.222], [3.570, -0.696, 3.701], [3.894, -2.240, 0.821], [2.555, -3.392, 1.078], [3.597, -2.916, 2.446], [0.439, -1.020, 3.746], [1.708, -2.242, 4.056], [0.350, -2.618, 2.962], [1.528, -0.460, -4.204], [0.817, 0.937, -3.348], [-0.075, -0.599, -3.427], [3.780, -0.457, -3.050], [4.104, -0.468, -1.294], [3.478, 1.005, -2.073], [2.588, -2.497, -3.161], [1.115, -3.028, -2.325], [2.661, -2.933, -1.434], [-2.771, -3.060, 0.857], [-2.843, -1.289, 1.014], [-1.885, -2.245, 2.176], [-0.897, -4.475, -0.022], [0.194, -3.930, 1.277], [0.762, -3.954, -0.414], [-2.327, -3.009, -1.559], [-0.881, -2.402, -2.406], [-2.114, -1.257, -1.816], [-6.694, -1.370, -1.251], [-7.380, -1.121, -2.455], [-8.489, -0.271, -2.475], [-8.933, 0.345, -1.296], [-8.254, 0.101, -0.096], [-7.145, -0.748, -0.070], [-5.306, -2.412, -1.149], [-5.252, -2.760, -2.471], [-7.043, -1.597, -3.377], [-9.014, -0.085, -3.415], [-9.797, 1.008, -1.312], [-8.586, 0.573, 0.830], [-6.618, -0.938, 0.863], [1.974, 3.987, 2.590], [3.007, 3.385, 1.730], [4.322, 3.240, 2.308], [2.611, 2.731, 0.565], [1.855, 1.681, 0.700], [2.981, 3.223, -0.690], [4.082, 4.138, -0.844], [2.073, 3.108, -1.834], [2.236, 5.043, 2.772], [1.895, 3.475, 3.568], [0.995, 3.958, 2.105], [4.970, 2.647, 1.660], [4.768, 4.239, 2.459], [4.287, 2.739, 3.297], [1.628, 1.571, 1.686], [4.762, 3.764, -1.630], [3.725, 5.138, -1.158], [4.660, 4.257, 0.062], [2.625, 2.781, -2.738], [1.241, 2.442, -1.642], [1.661, 4.110, -2.087]],
  "atomic_forces_ev_per_a": [[1.72, -1.59, -0.37], [-0.21, 0.52, 0.35], [0.56, 0.38, -1.53], [-0.56, -0.46, -0.09], [0.28, -0.73, 0.25], [-1.66, 1.58, 1.89], [-2.17, 1.72, -0.33], [0.08, -0.44, -0.60], [0.36, 0.39, 0.28], [0.36, -0.57, -0.45], [-0.33, -0.25, 0.33], [-0.41, 0.21, -0.43], [0.67, 0.32, 0.17], [-0.08, -0.72, 0.17], [-0.45, -0.19, 0.34], [0.14, -0.76, 0.05], [-0.23, -0.15, -0.44], [0.67, -0.02, 0.16], [0.61, 0.20, -0.53], [0.14, -0.25, -0.02], [-0.13, -0.01, 0.09], [0.16, 0.18, 0.07], [-0.08, -0.09, 0.17], [0.12, 0.07, 0.12], [0.14, -0.19, -0.11], [0.17, -0.16, -0.01], [-0.27, -0.09, 0.18], [0.15, 0.11, 0.13], [-0.19, 0.11, -0.09], [0.07, -0.22, -0.02], [0.24, 0.09, -0.04], [0.20, 0.11, 0.08], [-0.08, 0.05, -0.18], [-0.04, -0.24, 0.06], [-0.02, -0.17, 0.07], [0.22, 0.10, -0.04], [-0.06, 0.06, -0.19], [-0.32, 0.09, 0.27], [-0.06, -0.25, -0.08], [-0.07, -0.09, -0.12], [0.21, -0.32, 0.09], [-0.10, -0.08, -0.20], [-0.21, -0.03, 0.12], [-0.10, 0.12, -0.31], [-0.17, -0.03, 0.14], [-0.02, -0.28, 0.02], [-1.53, 1.26, -0.05], [0.15, -0.02, 0.30], [0.04, 0.06, 0.37], [0.35, -0.27, -0.06], [0.06, -0.08, -0.23], [0.07, -0.10, -0.50], [0.75, -0.64, -0.67], [-0.03, 0.14, 0.68], [-0.13, 0.12, 0.21], [0.21, -0.11, 0.32], [0.23, -0.20, 0.00], [0.07, -0.16, -0.29], [-0.16, 0.03, -0.05], [0.27, 0.03, 0.06], [-0.28, 0.21, -0.31], [0.52, 0.35, 0.42], [0.91, 1.44, -1.31], [-0.82, 0.48, 0.25], [-1.29, -1.40, 2.24], [0.44, 0.99, -0.76], [0.55, 0.58, -0.64], [-0.18, -0.41, 0.02], [0.11, 0.14, -0.32], [0.17, 0.07, -0.04], [0.01, 0.12, 0.01], [0.06, -0.44, 0.00], [-0.07, 0.19, -0.39], [0.51, 0.53, -0.08], [-0.27, 0.13, 0.28], [0.13, -0.42, 0.14], [-0.09, -0.07, 0.12], [-0.29, 0.07, 0.42], [0.03, -0.12, 0.18], [0.23, -0.49, 0.28]],
  "lowdin_charge": [0.498, 0.734, 0.692, 0.692, 0.110, -0.112, -0.112, 0.102, -0.222, -0.210, -0.213, -0.204, -0.203, -0.212, -0.232, -0.219, -0.237, 0.082, 0.074, 0.059, 0.071, 0.085, 0.069, 0.049, 0.087, 0.074, 0.083, 0.041, 0.086, 0.058, 0.056, 0.085, 0.071, 0.036, 0.089, 0.047, 0.061, 0.070, 0.058, 0.064, 0.085, 0.054, 0.040, 0.055, 0.040, 0.060, -0.656, -0.109, -0.065, -0.067, -0.076, -0.135, 0.772, -0.095, 0.100, 0.117, 0.113, 0.112, 0.092, -0.025, -0.203, -0.067, -0.352, 0.012, -0.131, -0.018, -0.044, 0.111, 0.095, 0.089, 0.096, 0.109, 0.094, 0.013, 0.113, 0.118, 0.077, 0.100, 0.047, 0.122]
}

***

Entry 2:
{
  "formula": "C22H50O3P2PdS",
  "method": "ωB97M-V with the def2-TZVPD basis set",
  "multiplicity": 5,
  "total_charge": 4,
  "energy_ev": -62609.9647,
  "s2": 6.015,
  "largest_force_ev_per_a": 7.3,
  "species": ["Pd", "C", "O", "C", "O", "P", "C", "H", "C", "H", "C", "H", "C", "P", "H", "H", "C", "H", "C", "H", "H", "H", "C", "H", "H", "H", "C", "H", "H", "H", "C", "H", "H", "H", "C", "H", "H", "H", "C", "H", "H", "H", "C", "H", "H", "H", "C", "H", "C", "H", "H", "C", "H", "H", "H", "C", "H", "H", "H", "C", "H", "H", "H", "C", "H", "H", "H", "H", "H", "C", "S", "C", "O", "H", "H", "H", "H", "H", "H"],
  "positions_angstrom": [[0.269, -0.104, -0.455], [0.906, 0.494, 1.233], [1.248, 0.960, 2.239], [-1.632, 0.050, -0.276], [-2.763, 0.240, -0.404], [0.365, 2.259, -1.133], [0.185, 2.101, -2.965], [0.213, 3.138, -3.329], [-1.035, 3.394, -0.688], [-1.907, 2.718, -0.757], [1.965, 3.203, -1.000], [2.690, 2.458, -1.369], [1.658, -3.143, 1.424], [0.190, -2.426, 0.530], [-0.046, -4.237, -1.027], [2.491, -2.890, 0.746], [-1.190, -3.548, 1.119], [-0.809, -4.542, 0.840], [-0.941, 3.902, 0.755], [-1.939, 4.251, 1.062], [-0.260, 4.761, 0.838], [-0.628, 3.130, 1.471], [-1.274, 4.577, -1.635], [-0.495, 5.343, -1.531], [-2.232, 5.037, -1.352], [-1.351, 4.286, -2.688], [2.066, 4.452, -1.886], [1.744, 4.300, -2.920], [3.124, 4.749, -1.909], [1.505, 5.291, -1.459], [2.386, 3.584, 0.422], [3.341, 4.125, 0.356], [2.528, 2.715, 1.068], [1.666, 4.259, 0.897], [1.370, 1.341, -3.558], [2.329, 1.844, -3.392], [1.218, 1.223, -4.638], [1.456, 0.337, -3.123], [-1.146, 1.477, -3.397], [-1.221, 0.423, -3.095], [-1.195, 1.503, -4.495], [-2.021, 2.009, -3.002], [1.622, -4.672, 1.595], [1.378, -5.204, 0.668], [0.918, -4.977, 2.378], [2.624, -4.994, 1.913], [1.964, -2.467, 2.766], [1.266, -2.769, 3.557], [-0.490, -2.479, -2.189], [1.982, -1.373, 2.690], [2.966, -2.789, 3.086], [1.810, -3.309, -1.640], [-0.108, -1.440, -2.316], [-0.389, -2.991, -3.152], [-1.554, -2.393, -1.954], [0.358, -3.220, -1.156], [1.807, -3.582, -2.704], [2.384, -4.073, -1.103], [2.329, -2.343, -1.544], [-2.507, -3.330, 0.375], [-2.864, -2.296, 0.505], [-3.262, -3.998, 0.822], [-2.436, -3.586, -0.692], [-1.456, -3.552, 2.623], [-2.027, -2.659, 2.915], [-0.545, -3.600, 3.238], [-2.075, -4.433, 2.852], [0.712, -1.546, -3.971], [0.608, -0.915, -4.355], [-2.441, 1.811, 3.607], [-1.765, 0.372, 2.740], [-0.897, -0.375, 4.107], [-2.927, -0.525, 2.443], [-1.620, 2.224, 4.190], [-3.262, 1.456, 4.228], [-2.783, 2.522, 2.853], [-1.648, -0.888, 4.740], [-0.134, -1.078, 3.716], [-0.367, 0.422, 4.651]],
  "atomic_forces_ev_per_a": [[1.13, -1.00, -2.34], [2.30, 2.79, 6.31], [-1.26, -1.73, -3.86], [-6.42, 1.00, -0.65], [4.07, -0.74, 0.46], [0.31, 4.26, -2.55], [-0.20, -1.26, -0.56], [-0.01, -0.01, 0.44], [-0.45, -1.00, 0.95], [0.08, 0.32, -0.05], [1.07, -1.04, 0.89], [-0.12, 0.22, 0.06], [1.07, 1.21, 0.33], [0.42, -5.26, 0.16], [0.00, 0.33, 0.15], [-0.22, -0.03, 0.18], [-1.25, 0.67, 0.70], [0.37, 0.38, -0.03], [-0.37, 0.24, 0.24], [0.33, -0.01, -0.08], [-0.27, -0.35, 0.03], [0.09, 0.09, -0.02], [0.14, 0.25, -0.53], [-0.31, -0.27, -0.03], [0.24, -0.18, 0.00], [-0.06, 0.13, 0.26], [-0.55, 0.47, -0.54], [0.15, 0.08, 0.20], [-0.18, -0.22, 0.09], [0.21, -0.23, -0.10], [-0.01, 0.10, 0.23], [-0.23, -0.25, 0.12], [0.15, 0.17, -0.05], [0.28, -0.13, -0.12], [0.34, 0.13, 0.16], [-0.21, -0.01, -0.20], [0.14, 0.03, 0.22], [0.02, 0.16, -0.09], [-0.08, 0.11, 0.04], [0.04, 0.08, -0.12], [-0.10, -0.03, 0.30], [0.15, -0.07, -0.17], [-0.53, -0.35, -0.17], [0.10, 0.05, 0.20], [0.19, 0.06, -0.22], [-0.14, 0.22, -0.11], [0.20, -0.05, 0.22], [0.21, 0.07, -0.19], [-0.26, -0.08, 0.30], [0.13, -0.25, 0.11], [-0.28, 0.16, 0.00], [0.07, -0.02, 0.03], [0.03, -0.12, -0.14], [-0.13, 0.31, 0.07], [0.15, -0.14, -0.01], [0.17, 0.57, -0.89], [0.05, 0.04, 0.25], [-0.09, 0.26, -0.17], [0.02, -0.17, -0.12], [-0.21, -0.18, -0.18], [-0.07, -0.38, -0.11], [0.21, 0.29, -0.23], [-0.19, 0.12, 0.44], [0.14, 0.20, 0.31], [0.08, -0.43, -0.06], [-0.39, -0.12, -0.22], [0.22, 0.31, 0.02], [0.14, 0.34, -0.67], [0.06, -0.49, -0.14], [-0.01, 0.65, -0.82], [-1.32, 0.15, 2.45], [1.17, -0.78, 0.12], [0.16, 0.11, -0.65], [0.00, 0.08, 0.02], [-0.03, -0.16, 0.06], [-0.12, 0.01, 0.18], [0.32, 0.29, -0.29], [-0.58, 0.22, 0.33], [-0.27, -0.19, -0.14]],
  "mulliken_spin": [1.536, 0.096, 0.045, 0.160, 0.035, 0.176, 0.057, 0.026, 0.025, -0.002, 0.032, -0.021, 0.055, 0.194, 0.006, -0.013, 0.038, 0.044, 0.015, 0.001, 0.001, -0.001, 0.035, 0.000, 0.001, -0.002, 0.056, -0.005, 0.008, 0.000, 0.021, 0.001, -0.003, 0.000, 0.039, 0.005, -0.001, 0.016, 0.047, -0.009, 0.001, 0.003, 0.054, -0.001, -0.002, 0.008, 0.017, -0.001, 0.068, 0.000, 0.000, 0.026, 0.001, 0.003, -0.017, 0.101, 0.002, 0.000, 0.001, 0.004, -0.003, 0.001, -0.002, 0.015, 0.002, -0.001, 0.002, -0.001, 0.002, 0.064, 0.218, 0.054, 0.648, 0.007, 0.002, 0.003, -0.002, 0.003, 0.003]
}